[1]
{
  "formula": "C16H39FNO12PS",
  "method": "ωB97M-V/def2-TZVPD",
  "homo_energy_ev": -9.111,
  "charge": 0,
  "max_force_ha_per_bohr": 0.0686,
  "relative_energy_ev": 1.042,
  "symbols": ["O", "P", "O", "O", "C", "N", "C", "C", "C", "O", "S", "O", "O", "F", "H", "H", "H", "H", "H", "H", "H", "H", "H", "C", "O", "C", "C", "O", "C", "H", "H", "H", "H", "H", "H", "H", "H", "H", "H", "C", "O", "C", "C", "O", "C", "H", "H", "H", "H", "H", "H", "H", "H", "H", "H", "C", "O", "C", "C", "O", "C", "H", "H", "H", "H", "H", "H", "H", "H", "H", "H"],
  "coordinates": [[0.5671, 0.2719, 1.5608], [1.1433, 0.9589, 0.3969], [2.4221, 1.7803, 0.8462], [1.6059, -0.1053, -0.6905], [-0.0974, 2.1067, -0.3625], [-1.3480, 1.9666, 0.4010], [-2.5240, 1.5247, -0.3896], [-3.0581, 0.2954, 0.3447], [-4.5004, 0.3565, 0.8453], [-4.0672, -0.4072, -0.2753], [-1.6594, 3.2698, 1.3518], [-0.4257, 3.8821, 1.6930], [-2.5025, 2.8544, 2.4139], [-2.4950, 4.2386, 0.4639], [2.3073, 1.8933, 1.8001], [0.8394, -0.5556, -1.0569], [-0.2076, 1.7796, -1.3957], [0.2941, 3.1176, -0.4038], [-2.2436, 1.1752, -1.3784], [-3.3274, 2.2507, -0.4073], [-2.3416, -0.2352, 0.9585], [-4.8740, 1.3402, 0.6266], [-4.3400, -0.0712, 1.8247], [-3.8852, -4.2940, 1.4707], [-5.1714, -3.8854, 1.0448], [-5.1932, -3.4178, -0.2970], [-5.7348, -4.4656, -1.2433], [-4.8715, -5.5899, -1.3380], [-5.3109, -6.6971, -0.5731], [-4.0028, -4.8402, 2.4055], [-3.4050, -4.9483, 0.7391], [-3.2467, -3.4217, 1.6515], [-4.1982, -3.0923, -0.6079], [-5.8523, -2.5460, -0.3221], [-5.8056, -4.0304, -2.2451], [-6.7392, -4.7746, -0.9380], [-6.1649, -7.1824, -1.0585], [-5.5888, -6.4030, 0.4416], [-4.4890, -7.4094, -0.5192], [4.3486, -0.3506, 3.9546], [4.2471, 1.0502, 3.7539], [4.0105, 1.7633, 4.9609], [5.2729, 2.4114, 5.4842], [6.2288, 1.4465, 5.8942], [7.2601, 1.2422, 4.9453], [4.7551, -0.7865, 3.0435], [5.0123, -0.5906, 4.7880], [3.3593, -0.7815, 4.1388], [3.5725, 1.1067, 5.7177], [3.2823, 2.5491, 4.7351], [5.0211, 3.0103, 6.3650], [5.6982, 3.0818, 4.7312], [7.9579, 2.0866, 4.9519], [6.8616, 1.1078, 3.9371], [7.7996, 0.3411, 5.2322], [2.2666, 0.6288, -3.6494], [1.4311, 1.7637, -3.8266], [2.0101, 2.7620, -4.6561], [1.4493, 2.7190, -6.0601], [1.8141, 1.5264, -6.7353], [0.7770, 0.5629, -6.7737], [1.6611, -0.1564, -3.2077], [2.6714, 0.2668, -4.5969], [3.0861, 0.8664, -2.9657], [3.0988, 2.6623, -4.6758], [1.7678, 3.7317, -4.2101], [1.8684, 3.5537, -6.6304], [0.3615, 2.8363, -6.0414], [0.0083, 0.8574, -7.4961], [0.3184, 0.4224, -5.7920], [1.2142, -0.3811, -7.0946]],
  "mulliken_charge": [-0.735, 0.970, -0.478, -0.511, -0.982, 0.484, -0.840, -0.099, -0.654, -0.405, 1.126, -0.595, -0.591, -0.230, 0.279, 0.369, 0.483, 0.425, 0.212, 0.513, 0.604, 0.328, 0.296, -0.638, -0.386, -0.175, -0.646, -0.376, -0.719, 0.247, 0.324, 0.219, 0.283, 0.285, 0.359, 0.357, 0.318, 0.321, 0.240, -0.836, -0.271, -0.429, -0.599, -0.376, -0.695, 0.237, 0.403, 0.310, 0.360, 0.342, 0.376, 0.331, 0.322, 0.287, 0.245, -0.751, -0.187, -0.577, -0.562, -0.376, -0.638, 0.099, 0.461, 0.320, 0.364, 0.371, 0.370, 0.328, 0.331, 0.215, 0.247]
}

---

[2]
{
  "formula": "C16H39N7O2PPdS4",
  "method": "ωB97M-V/def2-TZVPD",
  "homo_energy_ev": -10.749,
  "charge": 1,
  "max_force_ha_per_bohr": 0.0132,
  "relative_energy_ev": 0.000,
  "symbols": ["Pd", "N", "C", "C", "C", "N", "H", "H", "H", "H", "H", "H", "H", "H", "H", "H", "C", "C", "C", "N", "N", "C", "N", "S", "H", "H", "H", "H", "H", "H", "H", "C", "C", "C", "O", "P", "S", "S", "O", "C", "C", "C", "H", "H", "H", "H", "H", "H", "H", "H", "H", "H", "H", "H", "H", "H", "C", "N", "C", "S", "N", "C", "H", "H", "H", "H", "H", "H", "H", "H"],
  "coordinates": [[-1.7370, 0.0208, -0.1362], [-3.3919, -1.2211, 0.2590], [-4.3251, -1.1264, -0.8998], [-5.0036, 0.2279, -1.0475], [-4.0794, 1.3757, -1.4338], [-3.0805, 1.5893, -0.3620], [-3.0789, -2.1910, 0.2932], [-3.8901, -1.0256, 1.1222], [-5.0843, -1.9048, -0.8079], [-3.7316, -1.3555, -1.7834], [-5.5395, 0.4962, -0.1278], [-5.7727, 0.1133, -1.8127], [-4.6500, 2.2943, -1.5802], [-3.5477, 1.1561, -2.3598], [-3.5779, 1.6613, 0.5222], [-2.5610, 2.4667, -0.4538], [-0.6789, -6.1595, 0.1646], [-1.7564, -5.7580, -0.8409], [-1.4452, -4.4798, -1.5481], [-2.1610, -3.4132, -1.4745], [-1.6613, -2.3543, -2.1896], [-0.5578, -2.6443, -2.8030], [0.1164, -1.7566, -3.5848], [-0.0315, -4.2788, -2.5519], [-0.9316, -7.1066, 0.6396], [-0.5839, -5.4023, 0.9452], [0.2946, -6.2780, -0.3148], [-2.7121, -5.6037, -0.3393], [-1.9099, -6.5519, -1.5751], [-0.1379, -0.7872, -3.4752], [1.0729, -1.9419, -3.8263], [0.8401, 3.5014, 3.3594], [0.6794, 2.2231, 2.5650], [1.5005, 1.0903, 3.1416], [1.1626, 2.4245, 1.2027], [0.2849, 2.9909, -0.0052], [-1.2262, 4.0900, 0.5439], [-0.2370, 1.4033, -1.2274], [1.3815, 3.6111, -0.9492], [2.3682, 4.6622, -0.6624], [1.9005, 5.6797, 0.3543], [3.6652, 3.9848, -0.2706], [0.4535, 3.3538, 4.3691], [0.2959, 4.3233, 2.9001], [1.8983, 3.7620, 3.4375], [-0.3716, 1.9380, 2.5027], [2.5588, 1.3598, 3.1324], [1.3512, 0.1733, 2.5749], [1.2059, 0.9084, 4.1759], [2.4785, 5.1427, -1.6332], [1.7950, 5.2362, 1.3450], [0.9520, 6.1294, 0.0711], [2.6544, 6.4661, 0.4157], [3.5295, 3.4137, 0.6484], [4.4390, 4.7346, -0.1019], [4.0031, 3.3112, -1.0586], [3.2464, -0.6796, -0.9666], [1.9633, -0.6533, -0.2783], [1.3587, -1.6410, 0.3481], [-0.3151, -1.6103, 0.7542], [2.0202, -2.7416, 0.7400], [3.4316, -2.8152, 1.1097], [3.1914, 0.0478, -1.7743], [3.4337, -1.6612, -1.3988], [4.0745, -0.4027, -0.3162], [1.3768, 0.1663, -0.4481], [1.4203, -3.4676, 1.0961], [4.0572, -3.1852, 0.2993], [3.5233, -3.4922, 1.9555], [3.7890, -1.8394, 1.4305]],
  "mulliken_charge": [0.532, -0.509, -0.417, -0.742, -0.550, -0.417, 0.337, 0.186, 0.432, 0.292, 0.290, 0.366, 0.425, 0.285, 0.291, 0.008, -0.999, -0.493, 0.411, -0.363, -0.206, 0.275, -0.415, -0.168, 0.376, 0.185, 0.348, 0.288, 0.290, 0.215, 0.233, -1.500, 0.750, -1.161, -0.082, 0.980, -0.408, -0.611, -0.524, 0.477, -1.243, -1.071, 0.460, 0.316, 0.317, 0.162, 0.336, 0.022, 0.437, 0.350, 0.152, 0.356, 0.480, 0.107, 0.440, 0.296, -1.318, 0.999, 0.948, -0.428, -0.148, -1.089, 0.312, 0.412, 0.357, -0.879, 0.203, 0.320, 0.367, 0.322]
}

---

[3]
{
  "formula": "C16H40BrNbO13P",
  "method": "ωB97M-V/def2-TZVPD",
  "homo_energy_ev": -5.512,
  "charge": -1,
  "max_force_ha_per_bohr": 0.0634,
  "relative_energy_ev": 0.000,
  "symbols": ["O", "P", "O", "O", "Nb", "Br", "C", "C", "C", "C", "C", "C", "H", "H", "H", "H", "H", "H", "H", "H", "H", "H", "C", "C", "O", "O", "H", "H", "H", "H", "H", "H", "C", "C", "O", "O", "H", "H", "H", "H", "H", "H", "C", "C", "O", "O", "H", "H", "H", "H", "H", "H", "C", "C", "O", "O", "H", "H", "H", "H", "H", "H", "C", "C", "O", "O", "H", "H", "H", "H", "H", "H"],
  "coordinates": [[3.7844, -2.8273, 3.5736], [3.2725, -2.8574, 2.1813], [3.9483, -1.6438, 1.3104], [3.8919, -4.1362, 1.3619], [0.6432, -2.9196, 2.1193], [0.1962, -1.3485, 4.0808], [-1.3975, -3.5270, 1.5332], [-2.2284, -4.1522, 2.4740], [-3.5363, -4.4938, 2.1683], [-4.0520, -4.2214, 0.9051], [-3.2476, -3.6042, -0.0456], [-1.9363, -3.2726, 0.2596], [4.3304, -2.0134, 0.5051], [3.1301, -4.6151, 0.9983], [0.8847, -1.5176, 0.9584], [1.0803, -3.9176, 0.6876], [0.9745, -4.4441, 3.1073], [-1.8487, -4.3655, 3.4735], [-4.1572, -4.9822, 2.9173], [-5.0763, -4.4879, 0.6637], [-3.6408, -3.3944, -1.0373], [-1.3223, -2.7830, -0.4909], [0.9653, 2.8296, 0.5690], [0.5396, 1.4163, 0.2450], [1.6308, 0.6903, -0.3077], [1.4690, 3.4689, -0.6016], [0.1206, 3.4179, 0.9303], [1.7395, 2.8193, 1.3462], [-0.2317, 1.4248, -0.5250], [0.1399, 0.9092, 1.1284], [2.2313, 0.4770, 0.4194], [1.9607, 2.7720, -1.0603], [-2.6724, -0.1504, -2.5157], [-2.4316, 1.0326, -3.4257], [-1.3952, 0.7388, -4.3678], [-1.5034, -0.5218, -1.8166], [-3.4306, 0.0939, -1.7692], [-3.0394, -0.9981, -3.1140], [-2.0676, 1.8813, -2.8456], [-3.3522, 1.3181, -3.9412], [-1.7394, 0.0932, -4.9938], [-0.7588, -0.4288, -2.4251], [2.7603, 6.9006, -1.6249], [2.8237, 6.4644, -3.0696], [3.3894, 5.1600, -3.1617], [4.0467, 6.8942, -1.0287], [2.3686, 7.9159, -1.5416], [2.0929, 6.2200, -1.0807], [3.4853, 7.1184, -3.6385], [1.8257, 6.4906, -3.5193], [2.7588, 4.5404, -2.7748], [4.4984, 6.1148, -1.3764], [-6.5832, 2.5877, -4.3919], [-6.4847, 4.0948, -4.3241], [-6.3370, 4.6471, -5.6319], [-5.4447, 2.0314, -5.0234], [-6.6418, 2.1630, -3.3890], [-7.4929, 2.3042, -4.9400], [-5.5858, 4.3843, -3.7805], [-7.3561, 4.5169, -3.8145], [-7.1728, 4.5475, -6.0997], [-5.2103, 2.6290, -5.7450], [5.1326, -5.1453, 5.8980], [4.7610, -3.9176, 6.6915], [5.8430, -3.5528, 7.5686], [5.4574, -6.2301, 6.7670], [4.3036, -5.4535, 5.2635], [5.9921, -4.9198, 5.2540], [3.9136, -4.1341, 7.3418], [4.5014, -3.0971, 6.0205], [6.5471, -3.2006, 7.0144], [5.9399, -5.8336, 7.5030]],
  "mulliken_charge": [-0.447, 0.686, -0.494, -0.561, -0.979, -0.435, -0.109, -0.030, -0.656, -0.250, -0.559, 0.163, 0.292, 0.298, 0.319, -0.033, 0.071, 0.376, 0.334, 0.343, 0.337, 0.369, -0.468, -0.103, -0.571, -0.434, 0.329, 0.284, 0.022, 0.282, 0.298, 0.338, -0.421, -0.315, -0.545, -0.417, 0.290, 0.283, 0.285, 0.197, 0.320, 0.305, -0.163, -0.462, -0.546, -0.518, 0.308, 0.141, 0.289, 0.287, 0.322, 0.342, -0.307, -0.464, -0.536, -0.474, 0.294, 0.266, 0.265, 0.314, 0.317, 0.327, -0.201, -0.425, -0.563, -0.555, 0.257, 0.242, 0.253, 0.331, 0.328, 0.337]
}